This record from the Open Molecules 2025 dataset describes a structure of composition C27H33BN8PS2Ti. The level of theory is ωB97M-V/def2-TZVPD.

Each line ends with the Löwdin charge.
Atoms and positions in Å:
Ti (0.1661, -0.1601, 0.3111)  0.648
C (3.1888, -2.8907, 1.3727)  -0.003
C (2.2472, -2.0786, 2.1900)  -0.287
C (2.0831, -2.2459, 3.5597)  0.043
C (1.2877, -1.2040, 3.9830)  -0.246
C (0.8261, -0.8875, 5.3605)  0.006
N (0.9759, -0.4540, 2.9075)  0.021
N (1.5436, -1.0113, 1.7718)  -0.018
B (0.5392, 1.0456, 2.9515)  -0.499
N (1.4020, 1.8331, 1.9346)  0.043
N (1.3380, 1.5012, 0.6141)  -0.045
C (1.9428, 2.4687, -0.0831)  -0.289
C (2.0089, 2.4433, -1.5701)  -0.007
C (2.4200, 3.4313, 0.7985)  0.053
C (2.0511, 3.0024, 2.0662)  -0.231
C (2.2687, 3.6575, 3.3839)  0.003
N (-0.9351, 1.2082, 2.5259)  0.029
N (-1.2517, 1.2114, 1.1920)  -0.055
C (-2.5191, 1.6419, 1.0918)  -0.298
C (-3.2623, 1.9049, -0.1750)  -0.034
C (-3.0216, 1.8850, 2.3670)  0.047
C (-1.9977, 1.6047, 3.2504)  -0.239
C (-1.9899, 1.7134, 4.7338)  0.004
H (2.8389, -3.9133, 1.2458)  0.093
H (4.1409, -2.9263, 1.9028)  0.102
H (3.3744, -2.4679, 0.3960)  0.035
H (2.5278, -3.0088, 4.1715)  0.129
H (1.1977, -1.6394, 6.0524)  0.093
H (-0.2620, -0.8859, 5.4112)  0.086
H (1.1813, 0.0880, 5.6874)  0.086
H (0.6968, 1.4719, 4.0446)  0.116
H (1.4636, 1.5895, -1.9816)  0.043
H (3.0421, 2.3918, -1.9145)  0.092
H (1.5661, 3.3492, -1.9838)  0.100
H (2.9560, 4.3296, 0.5541)  0.125
H (2.9112, 4.5260, 3.2630)  0.091
H (2.7367, 2.9740, 4.0903)  0.092
H (1.3223, 3.9886, 3.8111)  0.094
H (-2.6175, 2.3026, -0.9543)  0.064
H (-4.0406, 2.6364, 0.0345)  0.093
H (-3.7515, 1.0094, -0.5566)  0.070
H (-3.9996, 2.2585, 2.6096)  0.126
H (-2.8917, 2.2226, 5.0653)  0.092
H (-1.1271, 2.2696, 5.0945)  0.081
H (-1.9744, 0.7267, 5.1965)  0.084
S (-1.1548, 0.0061, -1.6195)  0.702
C (-2.0998, -1.2083, -0.7816)  -0.982
S (-1.4450, -1.8090, 0.7290)  0.730
C (-3.2566, -1.6952, -1.3114)  -0.354
C (-3.9870, -2.7137, -0.6326)  -0.223
N (-4.5595, -3.5231, -0.0529)  0.192
C (-3.7420, -1.1837, -2.5486)  -0.231
N (-4.1124, -0.7198, -3.5320)  0.196
C (1.1244, -1.3699, -3.2699)  -0.273
P (1.6241, -1.5378, -1.5276)  0.876
C (3.3120, -0.8183, -1.5598)  -0.238
C (1.8004, -3.3511, -1.4258)  -0.393
C (0.8703, -4.1334, -0.7537)  -0.106
C (0.9895, -5.5163, -0.7482)  -0.059
C (2.0394, -6.1270, -1.4122)  -0.059
C (2.9651, -5.3532, -2.1001)  -0.059
C (2.8416, -3.9749, -2.1157)  -0.094
H (1.8704, -1.8740, -3.8868)  0.061
H (1.0550, -0.3230, -3.5675)  0.036
H (0.1566, -1.8427, -3.4281)  0.047
H (4.0628, -1.5269, -1.9087)  0.047
H (3.6011, -0.4528, -0.5751)  0.042
H (3.3005, 0.0253, -2.2503)  0.038
H (0.0506, -3.6705, -0.2239)  0.037
H (0.2569, -6.1119, -0.2221)  0.115
H (2.1344, -7.2034, -1.4045)  0.113
H (3.7799, -5.8243, -2.6317)  0.113
H (3.5695, -3.3967, -2.6706)  0.100

The net charge is +1. Its HOMO energy is -11.1481 eV. As for the gap between HOMO and LUMO: 0.245 hartree.



This record from the Open Molecules 2025 dataset describes a structure of composition C27H33BiClN2O5. The level of theory is ωB97M-V/def2-TZVPD.

Each line ends with the Löwdin charge.
Atoms and positions in Å:
Bi (0.3833, -0.1213, -0.2592)  1.475
Cl (2.1124, -0.3503, -2.1390)  -0.169
N (0.5449, 2.2949, -0.5178)  0.004
N (0.3573, -2.5096, -0.2698)  -0.010
C (-0.4938, 2.9437, -0.9985)  -0.340
C (-0.4739, -3.1907, -1.0249)  -0.330
C (1.5428, 3.2685, -0.0369)  -0.562
C (0.7356, 4.5675, -0.0324)  -0.046
C (2.6889, 3.3459, -1.0327)  -0.037
C (2.0501, 2.8709, 1.3395)  -0.034
H (2.3272, 3.7758, -1.9759)  0.089
H (3.0978, 2.3489, -1.2294)  0.055
H (3.4690, 3.9976, -0.6241)  0.083
H (1.2137, 2.7777, 2.0415)  0.076
H (2.7306, 3.6499, 1.7012)  0.086
H (2.6008, 1.9229, 1.2941)  0.080
C (1.2306, -3.4382, 0.4768)  -0.561
C (0.8138, -4.7938, -0.0933)  -0.048
C (0.9442, -3.3289, 1.9694)  -0.037
C (2.6894, -3.1212, 0.1940)  -0.060
H (2.8601, -3.0910, -0.8870)  0.070
H (3.3115, -3.9024, 0.6440)  0.084
H (2.9710, -2.1525, 0.6230)  0.073
H (-0.1331, -3.3975, 2.1568)  0.086
H (1.3080, -2.3750, 2.3705)  0.083
H (1.4594, -4.1459, 2.4872)  0.083
O (-0.2937, -4.4989, -1.0210)  0.031
H (0.4279, -5.4907, 0.6607)  0.127
H (1.6012, -5.2763, -0.6839)  0.127
O (-0.4795, 4.2500, -0.8115)  0.033
H (1.2250, 5.4125, -0.5300)  0.127
H (0.4082, 4.8605, 0.9742)  0.132
C (-1.6295, 2.2911, -1.7112)  -0.059
C (-1.5672, -2.5892, -1.8383)  -0.065
C (-1.1120, -1.3603, -2.5618)  -0.275
H (-2.3494, -2.3076, -1.1142)  0.136
H (-1.9633, -3.3524, -2.5112)  0.117
C (-1.0211, -0.1456, -1.8105)  -0.405
C (-1.1602, 1.1007, -2.4969)  -0.263
H (-1.3438, -0.2627, -0.3235)  0.022
C (-0.8146, 1.1403, -3.8420)  -0.267
C (-0.5749, -0.0697, -4.5120)  -0.085
C (-0.6438, 2.4631, -4.5401)  -0.046
C (-0.7530, -1.3211, -3.9022)  -0.283
H (-0.2791, -0.0359, -5.5615)  0.085
C (-0.5091, -2.6090, -4.6426)  -0.048
H (-0.2117, -2.3822, -5.6744)  0.070
H (-1.4110, -3.2400, -4.6570)  0.073
H (0.2993, -3.1785, -4.1527)  0.085
H (-1.5445, 3.0903, -4.4502)  0.073
H (-0.4360, 2.2816, -5.6036)  0.071
H (0.2060, 3.0214, -4.1069)  0.082
H (-2.1177, 3.0387, -2.3416)  0.119
H (-2.3352, 1.9678, -0.9304)  0.132
O (-0.9126, 2.4271, 3.6709)  -0.003
C (-1.2199, 1.3802, 4.4401)  -0.281
C (-1.0979, 1.4741, 5.8427)  -0.031
C (-1.3853, 0.3649, 6.6330)  -0.114
C (-1.7846, -0.8411, 6.0464)  -0.120
C (-1.9047, -0.9410, 4.6585)  -0.038
C (-1.6489, 0.1560, 3.8377)  -0.073
C (-1.5918, 0.0117, 2.3541)  -0.600
O (-1.6549, -1.1243, 1.8349)  -0.073
O (-1.3760, 1.1069, 1.6796)  -0.144
H (-1.1224, 2.0633, 2.6888)  0.048
H (-0.7714, 2.4163, 6.2728)  0.103
H (-1.2936, 0.4443, 7.7172)  0.092
H (-1.9979, -1.7128, 6.6696)  0.087
H (-2.1967, -1.8700, 4.1727)  0.109

The net charge is -1. Its HOMO energy is -1.7249 eV. The relative energy (zero: lowest compared OMol25 entry of this formula, charge and spin) comes out at 0.0 kcal per mole. As for the gap between HOMO and LUMO: 0.162 hartree.



This record from the Open Molecules 2025 dataset describes a structure of composition C27H33Br2Cl3F6GeInN4O4PS2. The level of theory is ωB97M-V/def2-TZVPD.

Each line ends with the Mulliken spin population.
Atoms and positions in Å:
In (-0.3839, 0.7220, 0.8800)  -0.008
Br (-1.8683, 5.8436, -3.5576)  0.000
C (-0.8535, 4.6586, -2.5131)  0.000
C (-0.2711, 3.5458, -3.0932)  0.000
C (0.4266, 2.6925, -2.2570)  0.000
N (0.5779, 2.8831, -0.9471)  0.000
C (0.0515, 3.9903, -0.4085)  0.000
C (-0.6884, 4.8970, -1.1619)  0.000
C (0.3079, 4.2207, 1.0520)  0.000
C (0.0831, 5.4599, 1.6362)  -0.001
C (0.3787, 5.6185, 2.9793)  0.002
Br (0.0984, 7.2819, 3.8011)  0.000
C (0.8862, 4.5598, 3.7059)  -0.002
C (1.0689, 3.3613, 3.0366)  0.001
N (0.7913, 3.1859, 1.7462)  0.000
H (-0.3598, 3.3482, -4.1521)  0.000
H (0.8966, 1.8054, -2.6718)  0.000
H (-1.1349, 5.7732, -0.7169)  0.000
H (-0.2992, 6.2976, 1.0727)  0.000
H (1.1242, 4.6543, 4.7555)  0.000
H (1.4539, 2.4987, 3.5689)  0.000
F (-4.3120, -2.7939, 3.1591)  0.000
C (-3.5450, -1.7393, 3.3798)  -0.017
F (-3.7974, -1.2452, 4.5810)  0.004
F (-3.8147, -0.8032, 2.4616)  -0.002
S (-1.7561, -2.1835, 3.2901)  0.029
O (-1.0652, -0.9039, 3.1431)  0.013
O (-1.4794, -2.9039, 4.4933)  0.004
N (-1.7853, -3.0571, 1.9866)  0.002
S (-0.7458, -3.0720, 0.8211)  -0.001
O (-0.0198, -1.8282, 0.6378)  -0.009
O (-1.3122, -3.6736, -0.3505)  -0.001
C (0.5730, -4.2006, 1.4283)  -0.002
F (1.1307, -3.6535, 2.5083)  0.000
F (0.0825, -5.3851, 1.7346)  0.000
F (1.4986, -4.3314, 0.4767)  0.000
C (-0.0171, -4.2411, -4.9034)  0.000
C (0.2573, -3.1382, -3.9129)  -0.001
C (1.5811, -2.8330, -3.5141)  0.000
C (1.9347, -1.8588, -2.5698)  0.000
C (3.3689, -1.6537, -2.1637)  0.000
C (0.9136, -1.1267, -2.0304)  0.002
C (-0.4643, -1.3172, -2.4545)  0.000
C (-0.7521, -2.4053, -3.3727)  0.001
N (-1.3021, -0.4582, -1.9738)  0.000
C (-2.7128, -0.3224, -2.2862)  0.000
C (-3.4149, -1.2794, -1.2923)  -0.001
C (-3.0808, 1.1269, -1.9394)  0.000
C (-3.1701, -0.6157, -3.7245)  0.000
H (0.8967, -4.7581, -5.1889)  0.000
H (-0.4734, -3.8367, -5.8072)  0.000
H (-0.7062, -4.9733, -4.4825)  0.000
H (2.3836, -3.4189, -3.9539)  0.000
H (4.0511, -2.0067, -2.9359)  0.000
H (3.5761, -2.2048, -1.2449)  0.000
H (3.5730, -0.6016, -1.9700)  0.000
H (1.1233, -0.3657, -1.2883)  -0.001
H (-1.7710, -2.6652, -3.5998)  0.000
H (-3.2097, -0.9889, -0.2665)  0.001
H (-3.0825, -2.3084, -1.4300)  0.000
H (-4.4872, -1.2082, -1.4726)  0.000
H (-2.7568, 1.3780, -0.9285)  0.000
H (-4.1612, 1.2528, -1.9962)  0.000
H (-2.6101, 1.8233, -2.6364)  0.000
H (-3.4170, -1.6620, -3.8889)  0.000
H (-2.4199, -0.3039, -4.4554)  0.000
H (-4.0766, -0.0438, -3.9145)  0.000
C (4.5381, -1.2891, 1.2236)  0.000
P (2.9658, -0.3435, 1.1667)  -0.002
C (2.5598, -0.3450, 2.9547)  0.004
C (3.6435, 1.3505, 0.9508)  0.000
H (5.2161, -0.8505, 1.9591)  0.000
H (5.0291, -1.2796, 0.2496)  0.000
H (4.3397, -2.3252, 1.5004)  0.000
H (3.2973, 0.2188, 3.5274)  0.001
H (2.5427, -1.3738, 3.3161)  0.000
H (1.5666, 0.0733, 3.1377)  -0.003
H (4.3351, 1.6091, 1.7572)  0.000
H (2.8349, 2.0798, 0.9140)  0.000
H (4.1877, 1.4006, 0.0046)  0.000
Cl (0.8144, 1.0132, 6.3913)  0.125
Ge (-1.0657, 0.0952, 5.7727)  0.618
Cl (-2.2311, -0.2728, 7.5501)  0.138
Cl (-2.0859, 1.7302, 4.7158)  0.104

Its expectation value of S² is 0.75. The net charge is +1. Its HOMO energy (spin up / spin down) is -10.6384 / -10.9752 eV. The relative energy (zero: lowest compared OMol25 entry of this formula, charge and spin) comes out at 95.8 kcal per mole. As for the gap between HOMO and LUMO (spin up / spin down): 0.163 / 0.175 hartree. The multiplicity is 2.



This record from the Open Molecules 2025 dataset describes a cluster of 3 separate species, C27H33BrClNO9 in total. The level of theory is ωB97M-V/def2-TZVPD.

Each line ends with the Löwdin charge.
Atoms and positions in Å:
C (-3.2989, -4.3375, 0.2013)  -0.107
C (-1.9773, -3.7415, 0.6984)  -0.250
C (-1.1184, -4.8145, 1.4099)  -0.210
C (0.1846, -5.1432, 0.6689)  -0.214
C (1.2836, -4.1294, 0.8436)  -0.249
C (1.9194, -4.0100, 2.0856)  -0.564
Cl (1.4891, -5.0264, 3.4175)  0.755
C (2.9450, -3.1080, 2.2934)  -0.026
C (3.3642, -2.2886, 1.2659)  -0.081
C (2.7693, -2.3657, 0.0051)  -0.101
C (1.7365, -3.2881, -0.1825)  -0.476
Br (0.8673, -3.3982, -1.8735)  0.883
C (3.3219, -1.4713, -1.0694)  -0.291
O (3.3491, -1.8247, -2.2265)  0.059
C (3.8999, -0.1566, -0.6344)  -0.025
C (4.4979, -0.1316, 0.6291)  -0.095
C (5.1032, 1.0269, 1.0985)  0.004
C (5.1215, 2.1344, 0.2831)  -0.007
C (4.5205, 2.1279, -0.9775)  -0.236
N (4.6006, 3.3004, -1.7492)  0.108
C (3.8610, 0.9810, -1.4589)  -0.067
C (3.1365, 0.9372, -2.7927)  -0.088
C (2.3406, 2.1786, -3.2031)  -0.432
C (1.4641, 1.8891, -4.4368)  -0.027
O (1.6066, 2.7285, -2.1231)  -0.042
C (4.4800, -1.3273, 1.5057)  -0.286
O (5.2869, -1.4986, 2.3962)  0.117
H (-3.9388, -3.5989, -0.2791)  0.061
H (-3.1106, -5.1637, -0.4889)  0.074
H (-3.8215, -4.7503, 1.0668)  0.074
H (-2.2295, -2.9736, 1.4330)  0.103
H (-1.4286, -3.2777, -0.1209)  0.061
H (-1.6916, -5.7431, 1.4735)  0.110
H (-0.9402, -4.5003, 2.4361)  0.076
H (-0.0428, -5.3151, -0.3800)  0.065
H (0.5706, -6.0965, 1.0447)  0.107
H (3.4304, -3.0465, 3.2578)  0.122
H (5.5509, 1.0252, 2.0824)  0.124
H (5.6047, 3.0411, 0.6301)  0.115
H (5.0371, 3.1601, -2.6501)  0.104
H (5.0953, 4.0344, -1.2624)  0.091
H (2.4025, 0.1319, -2.7232)  0.110
H (3.8093, 0.6240, -3.5952)  0.139
H (3.0331, 2.9649, -3.4934)  0.114
H (1.6936, 0.9047, -4.8488)  0.077
H (1.6666, 2.6167, -5.2226)  0.075
H (0.4052, 1.9479, -4.1896)  0.080
H (0.9537, 2.0838, -1.8259)  0.107
C (-7.4831, -2.9153, 4.0297)  -0.039
O (-7.0019, -3.1721, 2.7077)  0.002
C (-7.4126, -2.2909, 1.7962)  -0.626
O (-8.1235, -1.3431, 2.0017)  0.126
O (-6.8982, -2.6412, 0.6183)  -0.004
C (-7.2578, -1.7754, -0.4614)  -0.038
H (-7.0738, -3.7022, 4.6562)  0.093
H (-7.1363, -1.9461, 4.3826)  0.097
H (-8.5703, -2.9520, 4.0560)  0.097
H (-6.9016, -0.7636, -0.2772)  0.098
H (-8.3363, -1.7698, -0.6062)  0.097
H (-6.7719, -2.1801, -1.3443)  0.092
C (1.3144, 5.3689, -1.0115)  -0.037
O (1.1059, 6.2574, 0.1008)  0.008
C (0.0187, 7.0125, 0.0067)  -0.629
O (-0.7725, 7.0121, -0.9007)  0.121
O (-0.0545, 7.7812, 1.0972)  -0.001
C (-1.1884, 8.6495, 1.1256)  -0.045
H (2.2234, 4.8169, -0.8079)  0.074
H (0.4828, 4.6812, -1.1058)  0.086
H (1.4314, 5.9408, -1.9308)  0.102
H (-2.1131, 8.0755, 1.1095)  0.096
H (-1.1667, 9.3382, 0.2830)  0.096
H (-1.1182, 9.2057, 2.0558)  0.092

The net charge is 0. Its HOMO energy is -8.8380 eV. As for the gap between HOMO and LUMO: 0.293 hartree.



Number 1: largest force on an atom 1.264 eV Å⁻¹. Number 2: largest force on an atom 5.196 eV Å⁻¹. Number 3: largest force on an atom 0.521 eV Å⁻¹. Number 4: largest force on an atom 0.676 eV Å⁻¹.